The following is a DFT calculation (wB97M-V/def2-TZVPD) of a structure of composition C20H22AsMgNO4S4 in a non-equilibrium geometry.

```
53
Properties=species:S:1:pos:R:3
Mg -0.436 0.401 -0.646
S -1.386 3.790 -3.746
As -0.732 3.208 -1.805
S -2.270 1.937 -0.787
S 1.013 1.786 -1.954
S -0.178 4.826 -0.488
O 1.953 -1.524 0.449
C 1.172 -2.700 0.591
C -0.070 -2.667 -0.367
O -0.619 -3.730 -0.597
O -0.423 -1.514 -0.819
C 2.067 -3.882 0.214
C 2.397 -4.061 -1.129
C 3.276 -5.054 -1.518
C 3.851 -5.894 -0.565
C 3.532 -5.722 0.771
C 2.644 -4.719 1.157
C 0.651 -2.798 2.031
C -0.220 -3.819 2.406
C -0.678 -3.907 3.713
C -0.271 -2.978 4.665
C 0.593 -1.957 4.294
C 1.049 -1.866 2.982
H 1.407 -0.965 -0.119
H 1.954 -3.409 -1.873
H 3.516 -5.177 -2.567
H 4.544 -6.671 -0.868
H 3.975 -6.365 1.523
H 2.404 -4.592 2.205
H -0.544 -4.531 1.656
H -1.363 -4.700 3.987
H -0.630 -3.047 5.686
H 0.913 -1.222 5.024
H 1.706 -1.065 2.676
O 0.108 0.856 1.240
C 0.538 1.774 1.944
C 1.797 2.497 1.548
C 2.013 3.882 2.142
C 2.510 3.884 3.586
C 1.698 2.942 4.479
C 0.209 2.969 4.156
N -0.156 2.086 3.056
H 1.721 2.572 0.459
H 2.635 1.816 1.745
H 1.076 4.434 2.044
H 2.713 4.416 1.499
H 2.455 4.902 3.983
H 3.563 3.587 3.624
H 1.841 3.198 5.532
H 2.048 1.912 4.355
H -0.110 3.995 3.947
H -0.364 2.624 5.017
H -1.026 1.580 3.119
```

The energy above the lowest of the compared OMol25 structures with the same formula, charge and spin is 20.09 kcal/mol. The calculation puts the HOMO energy at -1.0 eV. For the gap between HOMO and LUMO, the calculation gives 0.187 Eh. Its charge is -2.

These are the Löwdin partial charges, in e, on atoms 1 to 5: atom 1 (Mg): 0.13, atom 2 (S): -0.29, atom 3 (As): -0.49, atom 4 (S): -0.09, atom 5 (S): -0.05